C66H84O6 | the ωB97M-V functional and the def2-TZVPD basis

Geometry as XYZ:
```
156
Properties=species:S:1:pos:R:3:mulliken_charge:R:1
C 15.54804 13.35906 18.40308 -0.58
C 16.66897 13.76004 17.72626 -0.05
C 17.91665 13.08051 17.81929 -0.71
C 18.01543 11.95018 18.62489 -0.33
C 16.90219 11.59862 19.42735 -0.73
C 15.70230 12.30083 19.28397 -0.45
H 14.57513 13.82684 18.28750 0.57
H 16.68212 14.46268 16.95089 0.70
H 18.79078 13.44808 17.24975 0.43
H 18.99259 11.41850 18.61875 0.36
H 16.95932 10.73896 20.06902 0.39
H 14.79642 11.91260 19.76832 0.30
C 16.30830 17.15732 10.64857 1.35
C 17.37981 18.07455 10.84893 -0.42
C 17.72232 18.94932 9.83558 -1.13
C 17.15854 18.80397 8.58127 -0.59
C 16.12760 17.87579 8.37968 -0.88
C 15.73967 17.01175 9.39976 -0.06
H 16.05026 16.43442 11.43113 -0.40
H 18.05198 18.07646 11.74421 0.28
H 18.61590 19.56306 9.96188 0.37
H 17.54050 19.45296 7.78107 0.41
H 15.73156 17.76618 7.37697 0.44
H 14.95721 16.23872 9.28204 0.36
C 12.93889 9.87466 6.74940 -0.45
C 13.68147 10.98743 7.10367 -0.77
C 13.30140 11.74761 8.22435 0.16
C 12.19083 11.39725 8.98195 -0.01
C 11.38595 10.37683 8.49327 -0.62
C 11.73325 9.66599 7.35178 -0.55
H 13.23228 9.30174 5.83289 0.32
H 14.60991 11.20543 6.58986 0.44
H 13.92182 12.62674 8.42421 0.28
H 11.82708 11.95029 9.89653 0.47
H 10.49359 10.06772 9.01377 0.41
H 11.09085 8.83607 7.02978 0.32
C 13.49763 16.43705 17.86817 -0.69
C 13.16226 17.59336 18.52664 -0.77
C 12.95515 18.77068 17.82816 -0.69
C 13.16186 18.82318 16.42480 -0.94
C 13.36514 17.58938 15.77694 0.29
C 13.64119 16.39100 16.45658 0.92
H 13.61741 15.60444 18.51670 0.39
H 13.07921 17.60734 19.58163 0.46
H 12.59094 19.63600 18.36104 0.40
H 12.95608 19.75639 15.89675 0.48
H 13.36562 17.57600 14.73015 0.06
H 13.71065 15.46148 15.86784 0.22
C 9.71935 15.78707 15.00019 -0.66
C 10.36836 14.52388 15.12370 0.25
C 10.03210 13.48587 14.20601 -0.59
C 9.19112 13.76165 13.09972 -0.25
C 8.54714 14.99554 12.98170 -0.67
C 8.78975 15.98716 13.96960 -0.39
H 10.02981 16.57014 15.64004 0.55
H 11.09071 14.20134 15.89320 0.24
H 10.54067 12.51904 14.23338 0.28
H 8.95630 12.99413 12.37091 0.40
H 7.87950 15.14867 12.15032 0.53
H 8.20719 16.93232 13.90882 0.35
C 13.33306 15.22956 12.96696 -0.70
C 14.71528 15.26580 13.26166 1.59
C 15.41259 14.07405 13.27751 0.70
C 14.77398 12.89453 12.97403 -0.05
C 13.38489 12.88014 12.69220 -0.64
C 12.70674 14.05289 12.56663 -1.12
H 12.78314 16.14476 12.96910 0.17
H 15.23320 16.19684 13.58234 -1.06
H 16.47486 14.11745 13.56380 -0.55
H 15.33945 11.96397 13.03062 0.25
H 12.98315 11.96436 12.35122 0.84
H 11.67090 14.18029 12.27629 0.67
C 9.89256 15.41966 9.57984 -0.52
C 10.80123 14.71722 8.81915 -0.55
C 11.94345 15.37194 8.27419 -0.41
C 12.06603 16.72757 8.35719 -0.53
C 11.15513 17.47348 9.07590 -0.26
C 10.12169 16.81871 9.69743 -0.17
H 9.08562 14.86923 10.06413 0.44
H 10.70420 13.61593 8.72841 0.52
H 12.74911 14.82317 7.77624 0.44
H 12.88628 17.30252 7.91149 0.34
H 11.10283 18.56664 9.16358 0.46
H 9.37715 17.38367 10.30973 0.23
C 13.13954 18.82614 11.96450 0.44
C 11.77173 18.92460 12.19778 -0.60
C 10.95209 19.82690 11.53446 -0.52
C 11.47529 20.69169 10.61184 -0.52
C 12.78533 20.51878 10.31500 -0.60
C 13.65654 19.63638 10.97224 -0.19
H 13.79579 18.03236 12.36921 -0.17
H 11.25403 18.31618 12.88390 0.72
H 9.84215 19.84859 11.74940 0.28
H 10.87594 21.30872 9.93576 0.34
H 13.13158 20.98991 9.45002 0.43
H 14.63024 19.52047 10.51630 0.40
C 20.97849 10.67257 12.78199 -0.86
C 19.95788 11.07048 13.92445 0.47
O 20.37742 11.50984 14.98760 -0.56
C 18.50376 10.98882 13.71010 0.19
H 20.61561 9.82850 12.18252 0.37
H 21.99129 10.37737 13.17088 0.27
H 21.08061 11.56892 12.19499 0.09
H 17.89191 11.32145 14.56531 0.10
H 18.22211 10.05110 13.31593 0.18
H 18.23876 11.66555 12.79466 -0.19
C 16.97733 13.49442 9.84513 0.51
C 17.43377 14.03917 8.51326 0.59
O 16.71817 13.95665 7.54303 -0.59
C 18.76271 14.86572 8.35386 -0.87
H 17.75089 12.88936 10.32447 0.31
H 16.07252 12.90760 9.59180 0.02
H 16.64606 14.32027 10.45492 -0.59
H 19.25603 14.61272 7.44373 0.47
H 19.52905 14.69706 9.13505 0.14
H 18.49064 15.93105 8.13809 0.06
C 13.70800 8.37000 10.84037 -1.22
C 14.65185 8.69231 11.94368 0.89
O 14.28184 9.29752 12.93980 -0.51
C 16.10451 8.20649 11.88122 -0.88
H 12.70568 8.63035 11.11905 0.30
H 13.89796 7.30488 10.68422 0.44
H 13.98440 8.96148 9.99108 0.22
H 16.22655 7.15495 12.14666 0.38
H 16.57282 8.83270 12.64324 -0.06
H 16.54936 8.20970 10.90713 0.38
C 15.02956 10.25892 16.39980 -0.22
C 13.64494 10.75537 16.91141 0.52
O 13.26989 10.43432 18.06604 -0.66
C 12.81376 11.40110 15.79979 -0.40
H 14.99138 9.89142 15.42208 0.25
H 15.24558 9.47106 17.17619 0.36
H 15.78002 11.03536 16.48515 -0.34
H 13.37306 12.25517 15.41133 -0.15
H 11.84270 11.75672 16.13277 0.37
H 12.73575 10.58581 15.07209 0.30
C 19.43520 15.11946 13.12453 0.02
C 20.61128 14.27564 12.60550 0.63
O 20.51687 13.67209 11.54257 -0.60
C 21.82172 14.28479 13.47678 -1.40
H 18.94170 15.67451 12.31245 -0.13
H 19.76573 15.71895 13.91785 0.50
H 18.58735 14.53528 13.54540 -0.12
H 21.63482 13.91225 14.50374 0.28
H 22.32103 15.25125 13.53794 0.42
H 22.50696 13.51543 13.09194 0.34
C 16.95221 18.70369 14.37159 -0.70
C 17.35046 17.62907 15.33366 0.99
O 17.35231 16.47827 15.02074 -0.24
C 17.89986 18.11101 16.63284 -1.67
H 17.80979 19.18557 13.91180 0.45
H 16.25072 19.45988 14.75975 0.37
H 16.43780 18.34980 13.47935 -0.35
H 18.03886 17.25854 17.24410 0.33
H 17.21251 18.83410 17.06229 0.40
H 18.79347 18.64826 16.41911 0.44
```

As for the LUMO energy: 0.470 eV. As for the molecular weight: 973.4 g/mol. The spin multiplicity is 1.



C67H56BrN4O4P2STl | the ωB97M-V functional and the def2-TZVPD basis

Geometry as XYZ:
```
136
Properties=species:S:1:pos:R:3:mulliken_charge:R:1
Tl -1.37876 -0.71390 -0.03526 0.93
O 1.58187 -1.59660 -0.31555 0.94
C 2.35391 -2.12212 0.70175 0.34
C 2.82912 -3.43559 0.55253 -0.05
C 3.78356 -3.99428 1.37076 -1.12
C 4.29528 -3.25137 2.42147 -1.17
C 3.71348 -2.03793 2.69778 -1.14
C 2.72261 -1.43740 1.88548 -0.41
P 2.06018 -0.11716 2.94021 2.11
C 3.51954 0.83113 3.44495 0.19
C 3.77333 1.27911 4.73469 -0.59
C 4.82075 2.16051 4.95012 -0.75
C 5.59775 2.60157 3.88886 -0.67
C 5.36248 2.12419 2.60614 -0.52
C 4.32229 1.23969 2.37833 -0.40
C 0.98402 -0.97657 4.12937 1.07
C 0.99512 -2.37631 4.15026 -0.16
C 0.22077 -3.07193 5.06073 -0.75
C -0.59364 -2.39449 5.95542 -0.73
C -0.63930 -1.00959 5.91532 -0.96
C 0.14725 -0.30088 5.02322 -0.88
C 1.92501 -2.07394 -1.60680 -0.97
C 3.28108 -2.06895 -1.93670 -0.03
C 3.74680 -2.71360 -3.06324 -0.73
C 2.86056 -3.37728 -3.89303 -1.05
C 1.50704 -3.24556 -3.66344 -0.08
C 0.99676 -2.57142 -2.54533 0.29
P -0.81892 -2.22375 -2.56426 1.21
C -1.48223 -3.85018 -3.07020 0.28
C -2.27936 -4.06538 -4.18942 -0.23
C -2.92513 -5.28387 -4.35359 -0.78
C -2.78541 -6.28660 -3.40787 -0.67
C -1.96359 -6.08934 -2.30589 -0.71
C -1.31914 -4.87705 -2.13784 -0.20
C -0.90468 -1.17652 -4.06649 1.03
C -2.18074 -0.82469 -4.51514 -0.85
C -2.34256 0.04561 -5.57989 -0.72
C -1.23191 0.58576 -6.21397 -0.79
C 0.03679 0.26542 -5.75836 -0.59
C 0.20300 -0.59750 -4.68348 -0.77
H 2.43543 -4.03054 -0.25887 0.58
H 4.13776 -4.99861 1.18572 0.53
H 5.09743 -3.63521 3.03394 0.49
H 4.03651 -1.50205 3.58276 0.47
H 3.14622 0.96883 5.55954 0.47
H 5.02108 2.51707 5.95054 0.48
H 6.38206 3.32534 4.06098 0.44
H 5.97965 2.45116 1.78060 0.49
H 4.13209 0.86449 1.37871 0.34
H 1.60976 -2.93637 3.46364 -0.15
H 0.26248 -4.15224 5.07727 0.54
H -1.17810 -2.94145 6.68294 0.46
H -1.28084 -0.47750 6.60445 0.51
H 0.11487 0.77368 5.05274 0.56
H 3.98536 -1.57932 -1.27726 0.50
H 4.80557 -2.71343 -3.28155 0.48
H 3.22148 -3.96151 -4.72793 0.45
H 0.80256 -3.68776 -4.35709 0.46
H -2.38084 -3.29735 -4.94328 0.55
H -3.54133 -5.44541 -5.22775 0.46
H -3.31016 -7.22333 -3.53501 0.41
H -1.83701 -6.87732 -1.57509 0.47
H -0.67142 -4.71843 -1.28402 -0.03
H -3.05096 -1.23817 -4.02127 0.40
H -3.33624 0.31335 -5.91488 0.49
H -1.35531 1.25775 -7.05200 0.43
H 0.90866 0.69916 -6.23037 0.50
H 1.20235 -0.82234 -4.33666 0.22
C -0.89856 -5.33338 1.84815 -1.18
C -2.01918 -5.56033 2.63084 -1.11
C -2.94122 -4.53891 2.78684 -0.55
C -2.73100 -3.32473 2.13679 0.62
N -1.63802 -3.10230 1.39810 0.96
C -0.75299 -4.08441 1.26832 0.10
C -3.71448 -2.21659 2.23679 0.11
C -5.06793 -2.46020 2.45946 -0.94
C -5.94582 -1.38957 2.50823 -0.62
C -5.44772 -0.10482 2.35898 -0.83
C -4.08591 0.04518 2.15276 -0.23
N -3.24029 -0.97721 2.07665 0.12
H -0.15636 -6.10449 1.69550 0.64
H -2.17563 -6.51746 3.10956 0.47
H -3.81379 -4.68558 3.40660 0.52
H 0.11259 -3.85754 0.65671 0.04
H -5.43518 -3.46896 2.57880 0.45
H -7.00327 -1.55652 2.65948 0.47
H -6.09517 0.75897 2.40361 0.49
H -3.64233 1.03155 2.04981 0.50
Br 0.19594 7.33383 3.30949 -0.17
C 0.49801 5.84666 2.16462 -0.81
C 0.59626 6.01144 0.84409 -0.32
C 0.78850 4.85611 -0.07389 0.05
C 0.71984 3.45335 0.57873 0.04
C 0.77558 3.42704 2.07639 -1.25
C 0.63812 4.55585 2.79982 0.02
C 1.02822 2.19801 2.81505 0.25
O 1.11053 2.12377 4.01517 -0.67
O 1.24595 1.02090 2.08469 1.06
H 0.54355 7.00136 0.41160 0.23
H 0.10223 4.93987 -0.91892 0.54
H -0.13195 2.86448 0.23062 0.85
H 0.65808 4.51256 3.88116 0.65
C -5.69666 0.34619 -2.42696 -0.68
C -5.68675 -1.17537 -2.61680 -0.53
C -4.65687 -1.61865 -1.58709 -0.06
O -3.67173 -0.58463 -1.56319 0.08
C -4.27666 0.65956 -1.93536 -0.40
H -6.43210 0.62913 -1.67447 0.29
H -5.92417 0.88008 -3.34663 0.35
H -5.36392 -1.43795 -3.62510 0.16
H -6.65859 -1.63122 -2.44106 0.52
H -4.15285 -2.55464 -1.83722 0.01
H -5.11520 -1.72253 -0.59464 0.12
H -3.65401 1.10438 -2.71643 0.19
H -4.28751 1.33267 -1.07059 0.26
S 3.43598 6.16125 -2.54826 -0.19
C 2.59159 4.71818 -2.00817 -0.42
C 2.24179 4.55613 -0.56033 -0.47
C 2.04107 3.06068 -0.13018 1.29
N 1.79266 2.07810 -1.15064 -0.04
C 1.94050 2.40655 -2.37340 0.16
C 2.41454 3.69342 -2.85376 -0.92
C 2.44787 7.45694 -1.81713 0.64
C 3.03072 8.44838 -1.04486 -0.28
C 2.21427 9.48493 -0.60230 -0.38
N 0.91738 9.56019 -0.86862 -0.57
C 0.37180 8.60402 -1.61066 -0.39
C 1.09292 7.53203 -2.11767 -0.43
H 2.97105 5.06970 0.06831 0.65
H 2.82138 2.67977 0.53450 -0.84
H 1.73143 1.63852 -3.10914 0.24
H 2.65975 3.79111 -3.90243 0.48
H 4.08816 8.44069 -0.82116 0.45
H 2.62475 10.29404 -0.01019 0.38
H -0.68762 8.70528 -1.81930 0.37
H 0.62437 6.79148 -2.75208 0.48
```

The total charge is +2. As for the LUMO energy: -4.702 eV. As for the molecular weight: 1359.5 g/mol. The spin multiplicity is 1. Its relative energy (zero: lowest compared OMol25 entry of this formula, charge and spin) is 0.910 eV.



HOMO-LUMO gap per entry: 9.37; 7.45 eV
Calculated total energy per entry: -3016.62407; -6933.64055 hartree
F_max per entry: 3.68; 0.84 eV/Å